# 1
C5H8O | ωB97M-V with the def2-TZVPD basis set

XYZ file:
```
14
Properties=species:S:1:pos:R:3:mulliken_charge:R:1
O 1.40805 0.10517 -1.67133 -0.66
C 1.65115 0.61518 -0.49539 0.08
C 1.04285 0.16004 0.62203 -0.67
C 0.14423 -1.02154 0.53688 -0.56
C -1.21752 -0.55282 0.13622 -0.43
C -1.45454 0.78231 -0.08376 -0.51
H 2.33432 1.48172 -0.36972 0.33
H 1.26281 0.54951 1.60142 0.39
H 0.51144 -1.71309 -0.24189 0.32
H 0.09045 -1.57351 1.47341 0.36
H -0.50563 -0.30295 -1.53958 0.36
H -2.06935 -1.21682 0.37260 0.35
H -2.30982 1.06463 -0.67258 0.31
H -0.88844 1.62217 0.33168 0.32
```

- LUMO (alpha / beta) (eV) = -0.871 / -0.868
- charge = 0
- HOMO level (alpha / beta) (hartree) = -0.280 / -0.280
- frontier orbital gap (alpha / beta) (eV) = 6.748 / 6.754

# 2
C5H8O | ωB97M-V with the def2-TZVPD basis set

XYZ file:
```
14
Properties=species:S:1:pos:R:3:mulliken_charge:R:1
C 2.70304 0.47419 -0.23780 -1.28
C 1.35156 -0.08434 -0.26853 0.88
C 0.22373 -0.49874 -0.37980 -0.41
C -1.20242 -0.78242 -0.57339 -0.47
C -2.07138 -0.12098 0.51941 -0.50
O -1.58640 1.13054 0.93314 -0.49
H 2.65350 1.56180 -0.34211 0.29
H 3.22696 0.24258 0.69210 0.31
H 3.29059 0.08673 -1.07288 0.28
H -1.48035 -0.38619 -1.55539 0.23
H -1.40126 -1.85978 -0.59741 0.31
H -3.07004 0.06128 0.11507 0.29
H -2.18050 -0.80707 1.37190 0.27
H -0.65494 1.00181 1.16540 0.30
```

- LUMO (eV) = 0.924
- SMILES = CC#CCCO
- charge = 0
- HOMO level (hartree) = -0.353
- frontier orbital gap (eV) = 10.520

# 3
C5H8O | ωB97M-V with the def2-TZVPD basis set

XYZ file:
```
14
Properties=species:S:1:pos:R:3:mulliken_charge:R:1
C -0.71966 0.36506 -2.12078 -0.90
C 1.31409 -0.44363 0.62303 -0.55
C 0.61707 0.95022 1.00800 -0.25
C 0.23944 -0.13342 1.87317 0.06
O -0.86428 -0.84693 1.31689 -0.35
C 0.23186 -1.33482 0.61593 0.03
H -1.25681 0.22829 -1.17303 0.13
H -1.03142 -0.36825 -2.87445 0.29
H -0.89355 1.36623 -2.53316 0.27
H 0.33223 0.22123 -1.84774 0.22
H -0.27402 1.26363 0.42218 0.16
H 1.29251 1.76580 1.27145 0.26
H 0.74326 -0.57872 2.71474 0.37
H 0.25752 -2.42133 0.47909 0.27
```

- LUMO (eV) = 0.959
- charge = 0
- HOMO level (hartree) = -0.325
- frontier orbital gap (eV) = 9.789

# 4
C5H8O | ωB97M-V with the def2-TZVPD basis set

XYZ file:
```
14
Properties=species:S:1:pos:R:3:mulliken_charge:R:1
C -1.55244 -0.08514 0.46026 -0.13
C -1.90818 -0.98821 -0.39929 -0.48
C -0.48535 1.00064 0.69299 -0.68
C 0.55229 0.93719 -0.36782 -0.35
C 1.65356 -0.06923 -0.32467 -0.31
O 1.47134 -1.16789 0.53880 -0.50
H -1.42407 -1.22374 -1.34276 0.24
H -2.78448 -1.58792 -0.19103 0.25
H -1.00343 1.95994 0.68414 0.35
H -0.06740 0.85856 1.69328 0.34
H 0.27282 1.29304 -1.34994 0.39
H 2.56568 0.47194 0.00058 0.26
H 1.86690 -0.48548 -1.31790 0.29
H 0.84276 -0.91371 1.22336 0.33
```

- LUMO (alpha / beta) (eV) = 0.181 / -0.001
- charge = 0
- HOMO level (alpha / beta) (hartree) = -0.312 / -0.302
- frontier orbital gap (alpha / beta) (eV) = 8.666 / 8.230

# 5
C5H8O | ωB97M-V with the def2-TZVPD basis set

XYZ file:
```
14
Properties=species:S:1:pos:R:3:mulliken_charge:R:1
C -1.02947 -0.68335 -0.53251 -0.58
C 0.19925 0.06075 -0.97759 0.00
C -0.97238 0.82028 -0.43470 -0.56
C 0.33940 0.27819 2.01047 -0.35
O 0.92093 -0.57142 1.20651 -0.24
C 1.40585 -0.04632 -0.04878 -0.44
H -1.71016 -1.07497 -1.27703 0.27
H -0.91738 -1.33007 0.33132 0.17
H 0.43432 0.11869 -2.03755 0.40
H -1.62825 1.34967 -1.11556 0.25
H -0.79883 1.34651 0.50444 0.27
H -0.26429 -0.41192 2.65600 0.16
H 2.13402 -0.77777 -0.40878 0.33
H 1.88700 0.92173 0.12376 0.33
```

- LUMO (eV) = 0.840
- charge = 0
- HOMO level (hartree) = -0.313
- frontier orbital gap (eV) = 9.370

# 6
C5H8O | ωB97M-V with the def2-TZVPD basis set

XYZ file:
```
14
Properties=species:S:1:pos:R:3:mulliken_charge:R:1
C -1.33616 -0.75060 -0.46426 -1.29
C -0.17858 0.11149 -0.92713 0.03
C 0.11041 1.11525 1.25829 -0.76
C 0.55418 0.98004 -0.03011 -0.20
C 1.39651 -0.64828 -0.12437 0.03
O 2.57991 -0.56888 -0.32372 -0.49
H -2.28906 -0.21682 -0.32639 0.32
H -1.53365 -1.54452 -1.19445 0.35
H -1.11593 -1.20085 0.51289 0.34
H -0.26587 0.42730 -1.97436 0.36
H 0.68689 0.97765 2.16160 0.29
H -0.96297 1.22408 1.36337 0.27
H 1.40601 1.46659 -0.49870 0.44
H 0.94831 -1.37244 0.56734 0.32
```

- LUMO (eV) = 0.077
- charge = 0
- HOMO level (hartree) = -0.296
- frontier orbital gap (eV) = 8.125

# 7
C5H8O | ωB97M-V with the def2-TZVPD basis set

XYZ file:
```
14
Properties=species:S:1:pos:R:3:mulliken_charge:R:1
O -2.01363 -0.47680 0.94016 -0.49
C -0.77383 -0.25715 0.42708 0.16
C -0.61561 0.66984 -0.75572 -0.61
C 0.86069 0.43223 -0.98395 -0.49
C 1.42892 0.23870 0.29402 -0.40
C 0.43523 -0.19470 1.15883 -0.30
H -1.93630 -0.63119 1.89044 0.35
H -0.24042 -1.37284 -0.60648 0.13
H -1.26248 0.42718 -1.60133 0.28
H -0.80241 1.69652 -0.41636 0.25
H 0.44613 -1.00203 -1.17984 0.00
H 1.39800 0.84316 -1.83286 0.39
H 2.49203 0.22868 0.51080 0.37
H 0.58369 -0.60160 2.15522 0.35
```

- LUMO (eV) = 0.879
- charge = 0
- HOMO level (hartree) = -0.319
- frontier orbital gap (eV) = 9.547

# 8
C5H8O | ωB97M-V with the def2-TZVPD basis set

XYZ file:
```
14
Properties=species:S:1:pos:R:3:mulliken_charge:R:1
C 0.63994 -0.25319 1.33490 -1.30
C -0.23367 0.18553 0.18211 1.14
C -0.89982 -0.95583 -0.61669 -0.48
C -0.01489 -0.70085 -1.77422 -0.56
C 0.05253 1.49055 -0.48535 -0.68
O -1.02069 1.32910 0.42218 -0.49
H 1.20761 0.59242 1.73471 0.38
H 0.01868 -0.66093 2.14038 0.32
H 1.34466 -1.02977 1.01806 0.28
H -1.95732 -0.73825 -0.78763 0.26
H -0.78200 -1.89549 -0.06268 0.32
H 0.97699 -1.11133 -1.47860 0.18
H -0.24229 1.69504 -1.51117 0.36
H 0.91027 2.05301 -0.11599 0.27
```

- LUMO (eV) = 0.286
- charge = 0
- HOMO level (hartree) = -0.317
- frontier orbital gap (eV) = 8.905

# 9
C5H8O | ωB97M-V with the def2-TZVPD basis set

XYZ file:
```
14
Properties=species:S:1:pos:R:3:mulliken_charge:R:1
O 1.06254 -1.86291 -0.42354 -0.58
C 0.42684 -1.69548 0.61075 0.12
C -0.46815 -0.59337 0.93225 -0.83
C -0.80176 0.53039 0.13355 0.05
C 0.21841 1.37308 -0.48543 -0.18
C -0.17835 0.49575 -1.50967 -0.51
H 0.49699 -2.44981 1.42107 0.32
H -1.17488 -0.82879 1.72748 0.32
H 1.21509 0.32797 1.22440 0.18
H -1.74221 1.02759 0.36281 0.37
H 0.07881 2.44645 -0.60854 0.30
H 1.32436 0.88531 0.57082 -0.07
H -0.64754 0.87241 -2.42035 0.27
H 0.18987 -0.52858 -1.53559 0.25
```

- LUMO (alpha / beta) (eV) = -0.457 / -0.456
- charge = 0
- HOMO level (alpha / beta) (hartree) = -0.315 / -0.315
- frontier orbital gap (alpha / beta) (eV) = 8.127 / 8.127

# 10
C5H8O | ωB97M-V with the def2-TZVPD basis set

XYZ file:
```
14
Properties=species:S:1:pos:R:3:mulliken_charge:R:1
C -2.55351 1.21363 0.63840 -1.24
C -1.30932 0.71167 0.07191 0.64
C -0.27104 0.20092 -0.24333 -0.34
C 0.76390 -0.53073 -0.96979 -0.42
C 2.09448 -0.70236 -0.25906 -0.47
O 1.97754 -1.37807 0.96924 -0.50
H -2.30552 1.59357 1.62639 0.29
H -3.01593 2.00941 0.04665 0.31
H -3.26385 0.39144 0.75169 0.28
H 0.34762 -1.52355 -1.16352 0.25
H 0.90977 -0.01547 -1.92386 0.31
H 2.72439 -1.33232 -0.88616 0.29
H 2.58995 0.27269 -0.14666 0.27
H 1.31153 -0.91082 1.48811 0.33
```

- LUMO (eV) = 0.852
- SMILES = CC#CCCO
- charge = 0
- HOMO level (hartree) = -0.352
- frontier orbital gap (eV) = 10.434

# 11
C5H8O | ωB97M-V with the def2-TZVPD basis set

XYZ file:
```
14
Properties=species:S:1:pos:R:3:mulliken_charge:R:1
C 1.91815 -0.61166 -1.25184 -1.10
C 1.50296 0.22705 -0.08703 -0.05
C 0.28450 0.73355 0.20796 -0.15
C -0.88834 0.68840 -0.61733 -0.43
C -2.12714 0.60343 0.19084 -0.34
O -2.06915 0.05501 1.50148 -0.52
H 2.71150 -0.10562 -1.81616 0.27
H 2.35530 -1.55310 -0.89552 0.31
H 1.09377 -0.84386 -1.92615 0.36
H 0.19503 1.19806 1.19559 0.33
H 2.28741 0.38476 0.65318 0.33
H -2.97343 0.17807 -0.36939 0.38
H -2.38896 1.67083 0.31270 0.28
H -1.75149 -0.85236 1.40501 0.32
```

- LUMO (alpha / beta) (eV) = -0.575 / -0.576
- charge = 0
- HOMO level (alpha / beta) (hartree) = -0.300 / -0.300
- frontier orbital gap (alpha / beta) (eV) = 7.588 / 7.590

# 12
C5H8O | ωB97M-V with the def2-TZVPD basis set

XYZ file:
```
14
Properties=species:S:1:pos:R:3:mulliken_charge:R:1
O -2.53997 0.03469 -0.16018 -0.51
C -1.19911 0.08723 -0.38441 -0.25
C 0.78145 1.57470 0.01875 -0.91
C 1.59318 0.38259 0.10585 0.00
C 1.07147 -0.85611 0.11928 -0.57
C -0.40514 -1.02625 0.16291 -0.32
H -2.76553 -0.76788 0.33924 0.35
H -1.01395 0.55657 -1.33810 0.38
H 1.26718 2.45256 0.47122 0.29
H 0.26156 1.87486 -0.86710 0.22
H 2.66130 0.47988 0.32196 0.33
H 1.68458 -1.74286 0.22756 0.34
H -0.71442 -1.99957 -0.24819 0.33
H -0.68260 -1.05041 1.23122 0.31
```

- LUMO (alpha / beta) (eV) = 0.819 / 0.267
- charge = 0
- HOMO level (alpha / beta) (hartree) = -0.278 / -0.267
- frontier orbital gap (alpha / beta) (eV) = 8.382 / 7.530

# 13
C5H8O | ωB97M-V with the def2-TZVPD basis set

XYZ file:
```
14
Properties=species:S:1:pos:R:3:mulliken_charge:R:1
C -1.31341 1.55295 2.12698 0.30
C -1.12175 0.76290 1.23594 -0.64
C -0.88899 -0.15223 0.11432 -0.65
C 0.61132 -0.44924 -0.12904 0.33
C 0.82372 -0.82727 -1.58252 -1.37
O 1.43147 0.67026 0.12158 -0.52
H -1.52654 2.25597 2.90181 0.41
H -1.33035 0.29116 -0.78566 0.27
H -1.41920 -1.09432 0.30060 0.32
H 0.90132 -1.28809 0.52546 0.19
H 0.54019 0.02556 -2.20953 0.37
H 1.87332 -1.06504 -1.77489 0.33
H 0.20029 -1.68648 -1.84988 0.35
H 1.21861 1.00387 1.00484 0.31
```

- LUMO (eV) = 0.977
- SMILES = C#CC[C@@H](C)O
- charge = 0
- HOMO level (hartree) = -0.370
- frontier orbital gap (eV) = 11.032

# 14
C5H8O | ωB97M-V with the def2-TZVPD basis set

XYZ file:
```
14
Properties=species:S:1:pos:R:3:mulliken_charge:R:1
C 1.07330 -0.55680 1.36624 -1.03
C -0.04171 -0.84622 0.42200 0.12
O -1.14811 0.87196 0.89042 -0.69
C -1.21197 0.84869 -0.39865 0.12
C 0.01523 0.97243 -1.24851 -0.55
C -0.22262 -0.47588 -0.91749 -0.42
H 0.73890 -0.59327 2.40533 0.30
H 1.54532 0.39940 1.15409 0.25
H 1.80189 -1.37713 1.23038 0.36
H -0.59757 -1.74594 0.71531 0.36
H -2.18664 1.01622 -0.89518 0.35
H -0.10015 1.20628 -2.30728 0.27
H 0.84104 1.49156 -0.75931 0.18
H -0.50692 -1.21131 -1.65735 0.38
```

- LUMO (eV) = -0.031
- charge = 0
- HOMO level (hartree) = -0.283
- frontier orbital gap (eV) = 7.661

# 15
C5H8O | ωB97M-V with the def2-TZVPD basis set

XYZ file:
```
14
Properties=species:S:1:pos:R:3:mulliken_charge:R:1
C 1.48632 -0.43843 -0.71705 -1.21
C 0.35668 -0.03542 0.18078 0.55
C -0.77818 -0.89459 0.63506 -0.52
C -1.44245 0.01218 -0.33518 0.06
O -1.64024 1.28303 -0.14786 -0.57
C 0.09724 1.27507 0.64101 -0.55
H 1.17320 -1.16443 -1.47771 0.29
H 2.31310 -0.89436 -0.15594 0.27
H 1.88822 0.43506 -1.24472 0.33
H -0.74574 -1.94027 0.32802 0.29
H -1.10290 -0.77762 1.67654 0.22
H -1.94374 -0.45071 -1.19796 0.34
H -0.24241 1.46876 1.65901 0.23
H 0.58089 2.12175 0.15600 0.26
```

- LUMO (eV) = 0.208
- charge = 0
- HOMO level (hartree) = -0.267
- frontier orbital gap (eV) = 7.484

# 16
C5H8O | ωB97M-V with the def2-TZVPD basis set

XYZ file:
```
14
Properties=species:S:1:pos:R:3:mulliken_charge:R:1
C 2.19893 0.36836 -0.47899 -0.60
C 1.52157 -0.74118 -0.00028 0.09
C 0.33802 -1.14343 -0.02545 -0.40
C -0.86741 -0.59104 -0.44442 -0.23
C -1.84028 -0.01104 0.57202 -0.32
O -1.21086 0.68812 1.62378 -0.48
H 0.85220 0.98340 -1.01227 0.02
H 2.54712 1.13763 0.21572 0.30
H 2.78986 0.28028 -1.39550 0.30
H -0.05733 0.72416 -1.02449 0.06
H -1.35131 -0.99767 -1.34168 0.38
H -2.51129 0.69682 0.06748 0.30
H -2.47114 -0.84277 0.94728 0.26
H -0.43179 0.16238 1.88118 0.33
```

- LUMO (eV) = 0.824
- charge = 0
- HOMO level (hartree) = -0.354
- frontier orbital gap (eV) = 10.457

# 17
C5H8O | ωB97M-V with the def2-TZVPD basis set

XYZ file:
```
14
Properties=species:S:1:pos:R:3:mulliken_charge:R:1
C -1.85702 0.40594 0.34967 -1.24
C -0.43231 0.20478 -0.09289 0.60
C 0.58016 -0.48527 0.81544 -0.64
C 1.67000 -0.23917 -0.25564 -0.55
C 0.62273 0.45664 -1.12543 -0.18
O -0.36858 -0.50665 -1.37299 -0.47
H -1.98787 0.91511 1.31172 0.34
H -2.20960 -0.62769 0.49531 0.28
H -2.49009 0.86917 -0.40682 0.32
H 0.80477 0.01980 1.76187 0.29
H 0.27729 -1.51549 1.01691 0.29
H 2.45394 0.44652 0.06778 0.29
H 2.09769 -1.15085 -0.67907 0.24
H 0.83891 1.20714 -1.88586 0.44
```

- LUMO (eV) = 1.161
- SMILES = C[C@]12CC[C@H]1O2
- charge = 0
- HOMO level (hartree) = -0.347
- frontier orbital gap (eV) = 10.616

# 18
C5H8O | ωB97M-V with the def2-TZVPD basis set

XYZ file:
```
14
Properties=species:S:1:pos:R:3:mulliken_charge:R:1
C -0.35267 -0.54096 -1.37233 0.00
C -0.75134 -0.37422 0.05667 0.34
C -1.16833 1.00738 0.45864 -1.37
C 0.90205 -0.77966 0.21848 -0.28
C 1.85548 0.04742 0.61399 -0.68
O -0.47654 0.39856 -2.16575 -0.55
H -0.34419 -1.59795 -1.71194 0.33
H -1.38866 -1.19003 0.41328 0.36
H 1.04940 -1.85335 0.24730 0.34
H -0.48872 1.76095 0.06512 0.32
H -2.13785 1.23116 0.01022 0.34
H -1.18935 1.09668 1.54395 0.36
H 1.70911 1.11589 0.59608 0.22
H 2.78161 -0.32186 1.02628 0.28
```

- LUMO (eV) = 0.525
- charge = 0
- HOMO level (hartree) = -0.334
- frontier orbital gap (eV) = 9.622